No. 1
C34H39CuN5O2P2S2 | ωB97M-V/def2-TZVPD

Gap between HOMO and LUMO (spin up / spin down) in eV: 6.314 / 6.313
<S²>: 0.754
DFT total energy in hartree: -4862.527054

Structure (ORCA input):
```
! RIJCOSX wB97M-V def2-TZVPD def2/J DEFGRID3
* xyz 0 2
Cu -1.469 -2.833 -0.366
C -2.317 -3.908 -1.737
C -2.091 -2.831 -2.582
C -3.148 -1.899 -3.100
C -4.228 -1.456 -2.065
C -3.689 -1.167 -0.720
C -3.278 -2.075 0.235
C -3.817 -3.490 0.284
C -3.642 -4.207 -1.063
C 0.430 0.010 2.721
H -1.634 -4.773 -1.814
H -1.190 -2.836 -3.217
H -3.678 -2.317 -3.987
H -2.643 -0.981 -3.458
H -4.633 -0.504 -2.447
H -5.089 -2.148 -2.062
H -3.851 -0.118 -0.418
H -3.172 -1.611 1.234
H -4.873 -3.478 0.590
H -3.313 -4.058 1.077
H -3.694 -5.285 -0.874
H -4.515 -3.989 -1.688
H 0.869 0.422 1.781
H 0.828 -0.892 3.234
H -0.079 0.772 3.349
P -1.090 1.373 0.360
P 1.187 -0.248 -1.016
N -2.814 1.209 1.359
N -1.269 3.038 0.217
N 0.886 -2.067 -0.613
N 2.377 -0.658 -2.168
C -1.345 0.974 -1.441
C -0.256 0.097 -2.117
C -2.784 0.335 2.450
C -4.057 0.247 3.011
C -4.903 1.134 2.284
C -4.116 1.715 1.277
C -0.773 3.828 1.268
C -1.153 5.136 1.034
C -1.909 5.164 -0.189
C -1.991 3.860 -0.656
C 0.407 -2.483 0.652
C 0.223 -3.872 0.629
C 0.467 -4.318 -0.688
C 0.772 -3.181 -1.451
C 2.339 -1.203 -3.456
C 3.598 -1.135 -4.042
C 4.451 -0.524 -3.063
C 3.705 -0.271 -1.923
H -1.411 1.921 -2.000
H -2.325 0.476 -1.530
H -0.707 -0.849 -2.470
H 0.196 0.649 -2.963
H -1.884 -0.179 2.736
H -4.296 -0.382 3.847
H -5.948 1.302 2.497
H -4.394 2.430 0.520
H -0.149 3.364 2.016
H -0.914 5.969 1.671
H -2.338 6.030 -0.663
H -2.459 3.464 -1.543
H 0.546 -1.823 1.464
H 0.053 -4.476 1.519
H 0.499 -5.353 -1.010
H 1.153 -3.124 -2.463
H 1.428 -1.590 -3.868
H 3.894 -1.486 -5.034
H 5.503 -0.298 -3.182
H 3.945 0.202 -0.978
O 4.044 1.347 4.991
S 3.885 2.512 4.151
O 3.659 3.807 4.750
N 2.798 2.254 2.907
C 3.341 2.319 1.689
S 2.446 2.309 0.255
C 4.800 2.430 1.704
C 5.684 2.435 0.631
C 7.043 2.630 0.879
C 7.505 2.828 2.195
C 6.599 2.828 3.276
C 5.255 2.623 3.008
H 5.278 2.319 -0.371
H 7.748 2.635 0.051
H 8.571 2.994 2.384
H 6.914 2.988 4.308
*
```

These are the Mulliken partial charges, in e, on atoms 1 to 2:
1 Cu 0.171
2 C -0.480

---

No. 2
C34H39GaN2O4 | ωB97M-V/def2-TZVPD

Gap between HOMO and LUMO in eV: 8.255
DFT total energy in hartree: -3654.188851

Structure (ORCA input):
```
! RIJCOSX wB97M-V def2-TZVPD def2/J DEFGRID3
* xyz 0 1
O -0.189 5.067 -3.136
C -0.201 4.847 -4.616
C -0.070 6.318 -4.963
H -1.133 4.372 -4.964
H 0.666 4.249 -4.941
C -0.035 6.488 -3.425
H -0.951 6.756 -5.437
H 0.873 6.585 -5.448
C -1.174 7.335 -2.898
H -2.143 6.935 -3.206
H -1.065 8.357 -3.288
H -1.125 7.375 -1.806
C 1.291 7.035 -2.942
H 2.136 6.454 -3.326
H 1.323 7.037 -1.847
H 1.399 8.068 -3.291
Ga 0.482 0.229 0.694
C 3.358 -0.600 1.843
C 2.670 -1.222 0.795
C 2.319 -0.200 -0.203
H 2.534 -2.291 0.635
C 2.963 1.044 0.269
C 3.528 0.785 1.530
H 4.087 1.499 2.131
H 3.778 -1.106 2.709
H 2.079 -0.423 -1.248
H 3.078 1.934 -0.350
C -0.618 0.506 3.682
C 0.513 1.221 3.252
C 0.185 1.867 1.999
H 1.469 1.305 3.772
C -1.168 1.402 1.621
C -1.640 0.602 2.706
H -2.641 0.183 2.787
H -0.726 0.020 4.648
H 0.683 2.745 1.585
H -1.754 1.808 0.795
O -0.601 1.081 -1.462
C 0.118 2.366 -1.360
C 0.840 2.506 -2.682
H 0.803 2.385 -0.487
H -0.629 3.168 -1.204
C -0.289 2.031 -3.603
H 1.677 1.794 -2.766
H 1.167 3.522 -2.889
C -0.645 0.743 -2.889
H 0.019 1.942 -4.646
H -1.119 2.758 -3.526
H 0.102 -0.039 -3.110
H -1.636 0.348 -3.113
O -1.174 -1.615 -1.247
C -0.927 -2.142 -0.173
N -1.298 -3.406 0.244
C -0.787 -3.787 1.526
C -0.106 -2.491 1.948
O 0.444 -2.295 3.031
N -0.199 -1.603 0.901
C -1.948 -4.234 2.415
C -2.484 -3.391 3.384
C -3.487 -3.866 4.239
C -4.004 -5.148 4.071
C -3.514 -5.969 3.051
C -2.503 -5.507 2.202
C 0.294 -4.849 1.416
C 0.673 -5.533 2.575
C 1.692 -6.484 2.515
C 2.318 -6.762 1.298
C 1.936 -6.073 0.145
C 0.905 -5.125 0.194
H -1.885 -3.987 -0.341
H -2.102 -2.372 3.479
H -3.837 -3.215 5.039
H -4.796 -5.504 4.732
H -3.909 -6.976 2.921
H -2.146 -6.141 1.384
H 0.156 -5.318 3.512
H 1.987 -7.004 3.424
H 3.113 -7.508 1.251
H 2.429 -6.262 -0.805
H 0.570 -4.622 -0.717
*
```

These are the Mulliken partial charges, in e, on atoms 1 to 2:
1 O -0.311
2 C -0.557

---

No. 3
C34H39GaN2O4 | ωB97M-V/def2-TZVPD

Gap between HOMO and LUMO in eV: 6.217
DFT total energy in hartree: -3654.138469

Structure (ORCA input):
```
! RIJCOSX wB97M-V def2-TZVPD def2/J DEFGRID3
* xyz 0 1
O 0.018 -0.412 -7.245
C -0.112 0.888 -7.903
C -0.326 0.288 -9.299
H 0.812 1.470 -7.810
H -0.975 1.451 -7.528
C -0.133 -1.058 -8.545
H 0.461 0.516 -10.016
H -1.329 0.428 -9.703
C 1.121 -1.786 -8.983
H 1.987 -1.118 -8.985
H 0.980 -2.178 -9.998
H 1.328 -2.630 -8.317
C -1.346 -1.958 -8.613
H -2.254 -1.423 -8.320
H -1.214 -2.827 -7.959
H -1.474 -2.323 -9.639
Ga 0.133 -0.342 0.559
C -2.843 -1.263 1.799
C -2.487 0.103 1.948
C -2.379 0.681 0.638
H -2.419 0.648 2.885
C -2.736 -0.336 -0.310
C -3.000 -1.531 0.410
H -3.317 -2.474 -0.029
H -3.008 -1.962 2.614
H -2.191 1.729 0.413
H -2.887 -0.180 -1.374
C 0.830 -2.793 2.020
C 0.019 -3.461 1.068
C 0.378 -3.034 -0.226
H -0.691 -4.248 1.310
C 1.426 -2.041 -0.102
C 1.733 -1.938 1.328
H 2.620 -1.454 1.733
H 0.826 -2.978 3.091
H 0.021 -3.440 -1.171
H 2.067 -1.677 -0.905
O -0.052 0.050 -1.719
C -0.379 -0.882 -2.785
C -0.666 -0.029 -4.000
H -1.231 -1.494 -2.468
H 0.486 -1.537 -2.944
C 0.167 1.237 -3.757
H -1.736 0.231 -4.010
H -0.415 -0.518 -4.943
C 0.124 1.390 -2.249
H -0.226 2.109 -4.283
H 1.200 1.059 -4.083
H -0.738 1.991 -1.924
H 1.036 1.811 -1.810
O 1.420 2.391 1.144
C 1.100 1.837 2.186
N 1.214 2.279 3.495
C 0.791 1.310 4.482
C 0.273 0.197 3.569
O -0.315 -0.827 3.927
N 0.505 0.570 2.270
C 1.974 0.838 5.350
C 2.493 -0.450 5.261
C 3.531 -0.852 6.117
C 4.054 0.036 7.053
C 3.552 1.346 7.118
C 2.512 1.746 6.276
C -0.387 1.799 5.322
C -0.627 1.234 6.578
C -1.780 1.574 7.290
C -2.700 2.470 6.743
C -2.438 3.068 5.506
C -1.277 2.737 4.792
H 1.710 3.142 3.692
H 2.075 -1.171 4.555
H 3.913 -1.871 6.042
H 4.845 -0.284 7.735
H 3.964 2.055 7.837
H 2.099 2.755 6.363
H 0.086 0.517 6.992
H -1.957 1.115 8.264
H -3.623 2.696 7.279
H -3.143 3.780 5.077
H -1.073 3.208 3.825
*
```

These are the Mulliken partial charges, in e, on atoms 1 to 2:
1 O -0.367
2 C -0.450

---

No. 4
C34H39N3O2P2PtSe3 | ωB97M-V/def2-TZVPD

Gap between HOMO and LUMO (spin up / spin down) in eV: 5.793 / 5.794
DFT total energy in hartree: -9640.114205

Structure (ORCA input):
```
! RIJCOSX wB97M-V def2-TZVPD def2/J DEFGRID3
* xyz 0 1
Pt 0.349 0.082 -0.723
O 3.799 2.904 -3.086
C 2.553 3.428 -2.698
C 2.456 3.457 -1.172
C 3.371 4.603 -0.672
O 3.500 4.682 0.725
C 2.984 2.160 -0.558
Se 2.550 0.531 -1.518
C 1.019 3.757 -0.744
Se -0.419 2.663 -1.536
H 3.812 2.818 -4.043
H 1.739 2.806 -3.094
H 2.419 4.445 -3.092
H 3.010 5.560 -1.080
H 4.379 4.430 -1.060
H 2.655 4.938 1.110
H 2.611 2.050 0.463
H 4.072 2.198 -0.530
H 0.759 4.784 -1.018
H 0.925 3.650 0.340
N -1.246 0.135 1.737
P -1.784 -0.324 0.197
C -2.653 -1.920 0.468
C -3.845 -1.947 1.189
C -4.557 -3.125 1.311
C -4.088 -4.284 0.712
C -2.882 -4.271 0.035
C -2.160 -3.096 -0.077
C -3.280 0.700 -0.005
C -4.184 0.320 -0.991
C -5.388 0.982 -1.129
C -5.688 2.047 -0.294
C -4.778 2.451 0.668
C -3.572 1.785 0.810
P 0.469 0.124 1.831
C 0.541 0.603 3.596
C 1.393 -0.019 4.499
C 1.336 0.317 5.839
C 0.441 1.280 6.278
C -0.363 1.952 5.369
C -0.301 1.622 4.030
C 0.899 -1.649 1.960
C 0.004 -2.556 2.516
C 0.294 -3.906 2.507
C 1.484 -4.356 1.959
C 2.393 -3.454 1.429
C 2.103 -2.101 1.431
H -1.793 -0.091 2.565
H -4.226 -1.036 1.637
H -5.488 -3.142 1.858
H -4.670 -5.193 0.768
H -2.505 -5.176 -0.421
H -1.217 -3.086 -0.607
H -3.938 -0.520 -1.626
H -6.095 0.661 -1.879
H -6.633 2.559 -0.393
H -5.017 3.285 1.314
H -2.865 2.102 1.562
H 2.074 -0.780 4.146
H 1.988 -0.178 6.545
H 0.372 1.516 7.330
H -1.035 2.730 5.704
H -0.915 2.136 3.304
H -0.933 -2.214 2.938
H -0.413 -4.610 2.922
H 1.695 -5.415 1.933
H 3.317 -3.808 0.995
H 2.800 -1.392 1.003
C 3.812 -2.466 -3.675
N 2.639 -1.810 -4.173
C 2.544 -1.047 -5.302
C 1.306 -0.496 -5.322
N 0.646 -0.933 -4.211
C -0.658 -0.534 -3.779
C 1.471 -1.730 -3.502
Se 1.051 -2.618 -1.965
H 4.629 -2.344 -4.383
H 3.607 -3.525 -3.524
H 4.088 -2.028 -2.714
H 3.352 -0.947 -5.994
H 0.836 0.165 -6.020
H -1.082 0.195 -4.463
H -0.567 -0.075 -2.767
H -1.312 -1.404 -3.696
*
```

These are the Mulliken partial charges, in e, on atoms 1 to 2:
1 Pt 1.592
2 O -0.541

---

No. 5
C34H39N8O2ReS4Si | ωB97M-V/def2-TZVPD

Gap between HOMO and LUMO (spin up / spin down) in eV: 6.832 / 6.414
<S²>: 0.770
DFT total energy in hartree: -3867.891032

Structure (ORCA input):
```
! RIJCOSX wB97M-V def2-TZVPD def2/J DEFGRID3
* xyz 1 2
Re 0.270 -0.037 -0.126
N -0.524 2.291 1.036
C -0.896 2.100 2.429
C -0.961 3.370 3.305
C 0.201 4.372 3.234
C 1.371 4.089 4.190
N 2.060 2.845 3.909
C 2.807 2.603 2.848
N 3.184 1.348 2.587
N 3.249 3.599 2.067
C 0.029 1.006 3.048
O 0.187 0.997 4.270
O 0.619 0.226 2.257
H 0.304 2.870 0.949
H -1.267 2.703 0.485
H -1.904 1.666 2.449
H -1.066 3.024 4.335
H -1.874 3.902 3.033
H -0.196 5.348 3.526
H 0.578 4.465 2.211
H 0.991 4.006 5.209
H 2.077 4.925 4.158
H 1.619 2.034 4.364
H 2.582 0.585 2.887
H 3.759 1.170 1.778
H 3.134 4.558 2.349
H 3.868 3.414 1.296
S 0.420 -2.305 -1.193
C -0.979 -2.552 -2.198
C -1.711 -3.720 -1.976
C -2.873 -3.992 -2.684
C -3.619 -5.144 -2.344
N -4.204 -6.062 -1.986
C -3.305 -3.093 -3.677
C -2.532 -1.971 -3.957
C -1.382 -1.698 -3.240
S -0.412 -0.289 -3.754
C -4.503 -3.301 -4.393
N -5.483 -3.420 -4.974
H -1.340 -4.420 -1.242
H -2.842 -1.301 -4.744
C 3.974 4.607 -1.084
Si 2.978 3.276 -2.039
C 3.759 2.997 -3.753
C 1.171 3.824 -2.124
C 3.134 1.642 -1.052
C 4.396 1.037 -0.914
C 4.562 -0.226 -0.362
C 3.440 -0.928 0.073
N 2.276 -0.313 -0.035
C 2.084 0.877 -0.552
S -0.784 1.077 -2.322
H 4.344 5.350 -1.784
H 4.842 4.211 -0.563
H 3.351 5.135 -0.368
H 3.716 3.901 -4.356
H 3.240 2.215 -4.300
H 4.804 2.707 -3.678
H 1.070 4.760 -2.661
H 0.738 3.958 -1.138
H 0.567 3.084 -2.635
H 5.264 1.568 -1.280
H 5.536 -0.685 -0.299
H 3.474 -1.934 0.470
N -1.770 -0.280 0.107
S -2.894 -0.551 1.264
C -2.571 -2.172 1.981
C -2.447 -2.265 3.358
C -2.408 -3.523 3.939
C -2.481 -4.658 3.146
C -2.570 -4.547 1.767
C -2.627 -3.297 1.180
C -4.358 -1.028 0.278
C -5.472 -1.437 0.994
C -6.644 -1.732 0.318
C -6.696 -1.611 -1.061
C -5.577 -1.209 -1.768
C -4.399 -0.910 -1.100
H -2.221 0.394 -0.520
H -2.392 -1.375 3.967
H -2.341 -3.613 5.012
H -2.480 -5.634 3.605
H -2.628 -5.431 1.151
H -2.730 -3.186 0.112
H -5.418 -1.528 2.068
H -7.518 -2.045 0.867
H -7.610 -1.829 -1.591
H -5.625 -1.118 -2.842
H -3.532 -0.596 -1.662
*
```

These are the Mulliken partial charges, in e, on atoms 1 to 2:
1 Re -0.249
2 N 0.136

---

> Which of these has the highest DFT total energy?

number 3

---

> The highest DFT total energy belongs to which entry?

number 3

---

> Which of these has the highest DFT total energy?

number 3

---

> What is the DFT total energy in the second record?

-3654.188851 hartree